1.
Molecular formula: C56H57N6O2P2PtSSi2
Method: DFT, the ωB97M-V functional and the def2-TZVPD basis

The energy above the lowest of the compared OMol25 structures with the same formula, charge and spin is 2.481 eV. As for the charge: -1. The calculation puts the HOMO energy at -3.7 eV. The value obtained for the LUMO energy is 0.0722 Eh. The value obtained for the molecular weight is 1191.38 g/mol.

Geometry (Å):
Pt (-0.27191, -0.32456, 0.68877)
C (3.40030, -2.13395, 0.00505)
Si (3.62148, -0.28654, -0.19625)
C (4.35797, 0.06421, -1.89060)
C (4.92371, 0.28860, 1.02455)
N (2.07478, 0.38706, -0.02181)
P (1.47820, 1.86535, -0.00966)
C (-0.14688, 1.70062, 0.40768)
P (-1.69962, 1.85915, -0.17124)
N (-2.16455, 0.31988, -0.41344)
Si (-3.72254, -0.39596, -0.35223)
C (-3.49806, -2.22703, -0.65419)
C (-4.81665, 0.30108, -1.71762)
C (-4.68993, -0.20028, 1.23373)
C (-2.05180, 2.86250, -1.65608)
C (-2.28977, 4.23368, -1.62617)
C (-2.55932, 4.92799, -2.80002)
C (-2.58801, 4.25650, -4.01352)
C (-2.33165, 2.89156, -4.05603)
C (-2.06492, 2.20012, -2.88254)
C (-2.69493, 2.66754, 1.15025)
C (-3.97187, 3.19305, 0.93748)
C (-4.72629, 3.68474, 1.99663)
C (-4.21632, 3.64366, 3.28724)
C (-2.95255, 3.10899, 3.51554)
C (-2.19860, 2.62343, 2.45376)
C (1.91648, 2.72682, -1.56243)
C (3.02768, 3.55899, -1.69215)
C (3.39434, 4.05191, -2.94076)
C (2.66328, 3.70680, -4.06982)
C (1.56961, 2.85801, -3.95260)
C (1.20420, 2.36962, -2.70575)
C (2.22569, 2.93831, 1.27757)
C (2.11538, 4.33101, 1.25180)
C (2.67837, 5.10281, 2.25985)
C (3.35852, 4.48978, 3.30798)
C (3.44576, 3.10579, 3.35392)
C (2.87744, 2.33391, 2.34708)
H (4.34954, -2.66642, 0.14513)
H (2.89234, -2.56209, -0.86827)
H (2.77306, -2.30856, 0.88638)
H (5.24349, -0.56197, -2.06574)
H (4.66744, 1.11299, -1.96323)
H (3.63586, -0.12632, -2.69340)
H (5.89876, -0.14518, 0.76471)
H (4.67751, -0.00561, 2.05203)
H (5.02027, 1.38033, 1.00243)
H (-2.92209, -2.41692, -1.56786)
H (-4.46527, -2.73804, -0.74646)
H (-2.95750, -2.66554, 0.19703)
H (-4.35503, 0.20251, -2.70678)
H (-5.02478, 1.36492, -1.55318)
H (-5.77862, -0.22958, -1.73267)
H (-4.02005, -0.34020, 2.08885)
H (-5.48157, -0.96055, 1.28691)
H (-5.15629, 0.78684, 1.31088)
H (-2.26100, 4.76096, -0.68071)
H (-2.75286, 5.99342, -2.76554)
H (-2.81434, 4.79487, -4.92605)
H (-2.34905, 2.36647, -5.00313)
H (-1.88193, 1.13105, -2.89193)
H (-4.38585, 3.21232, -0.06505)
H (-5.71697, 4.08651, 1.81557)
H (-4.80458, 4.02435, 4.11502)
H (-2.54567, 3.07535, 4.52142)
H (-1.20973, 2.20536, 2.61293)
H (3.61571, 3.81221, -0.81870)
H (4.25568, 4.70293, -3.03147)
H (2.95035, 4.09413, -5.04162)
H (1.00725, 2.57205, -4.83447)
H (0.36056, 1.69843, -2.60138)
H (1.57454, 4.81128, 0.44190)
H (2.59870, 6.18411, 2.22382)
H (3.81126, 5.09330, 4.08804)
H (3.95178, 2.61481, 4.17751)
H (2.93185, 1.25562, 2.39185)
S (-0.28782, -6.85880, -0.67444)
C (-0.24049, -5.12057, -0.26977)
C (-0.08750, -4.70867, 1.04054)
C (-0.05268, -3.34820, 1.31597)
N (-0.16213, -2.42615, 0.36766)
C (-0.31496, -2.82547, -0.89760)
C (-0.35172, -4.15777, -1.26013)
C (-1.98000, -6.95997, -1.24125)
C (-2.26161, -7.27306, -2.56045)
C (-3.59302, -7.34245, -2.95661)
N (-4.61923, -7.12031, -2.13904)
C (-4.33058, -6.80889, -0.87385)
C (-3.03786, -6.72077, -0.37729)
H (0.00050, -5.43213, 1.84011)
H (0.07087, -2.96920, 2.32310)
H (-0.39742, -2.03185, -1.62741)
H (-0.48301, -4.44224, -2.29662)
H (-1.45968, -7.45680, -3.26421)
H (-3.84497, -7.58151, -3.98522)
H (-5.17870, -6.62496, -0.22276)
H (-2.85762, -6.45882, 0.65820)
O (-2.21444, -1.44912, 2.96034)
C (-1.24247, -1.02670, 3.56469)
N (-1.25089, -0.84511, 4.93296)
C (0.02742, -0.43466, 5.43848)
C (0.83158, -0.40371, 4.08574)
O (2.02894, -0.15292, 4.07897)
N (0.02879, -0.73488, 3.04626)
C (-0.08924, 0.93285, 6.10098)
C (0.18157, 2.10250, 5.40060)
C (-0.04429, 3.34434, 5.98455)
C (-0.54959, 3.42907, 7.27479)
C (-0.82089, 2.26310, 7.98360)
C (-0.58939, 1.02461, 7.39895)
C (0.70626, -1.48181, 6.32401)
C (1.84278, -1.13621, 7.05255)
C (2.53463, -2.09399, 7.78018)
C (2.10572, -3.41572, 7.78692)
C (0.97501, -3.76808, 7.06329)
C (0.28025, -2.80653, 6.33504)
H (-2.09418, -0.90408, 5.47487)
H (0.57002, 2.04854, 4.39375)
H (0.17247, 4.24382, 5.41736)
H (-0.73449, 4.39724, 7.72798)
H (-1.21872, 2.31829, 8.99043)
H (-0.78986, 0.11597, 7.95838)
H (2.19462, -0.11127, 7.02895)
H (3.41828, -1.80725, 8.34102)
H (2.65492, -4.16662, 8.34326)
H (0.63087, -4.79581, 7.05695)
H (-0.59545, -3.08584, 5.76012)

---

2.
Molecular formula: C56H59ClF11N2O3P2S2
Method: DFT, the ωB97M-V functional and the def2-TZVPD basis

As for the charge: +1. The calculation puts the HOMO energy at -10.5 eV. The value obtained for the LUMO energy is -0.1406 Eh. The value obtained for the molecular weight is 1178.61 g/mol.

Geometry (Å):
C (3.26232, -1.69228, -6.64973)
C (3.50920, -2.67250, -5.66228)
C (3.53373, -3.75267, -4.37652)
N (2.93892, -3.26045, -3.14290)
C (1.49400, -3.44844, -2.86169)
C (0.58921, -4.17016, -4.01738)
C (-0.05416, -5.70164, -3.78835)
C (-0.92619, -6.50741, -4.91816)
C (-1.21883, -5.86014, -6.40881)
C (-0.59676, -4.35825, -6.69215)
C (0.27777, -3.58519, -5.54181)
C (0.75742, -2.16138, -2.06352)
C (-0.13508, -1.26304, -3.09882)
C (-1.15440, -0.13340, -2.52410)
O (-2.49725, -0.58319, -2.13519)
C (-3.15084, 0.45720, -1.27378)
C (-3.59114, 1.80356, -2.10430)
F (-4.56249, 2.56059, -1.23216)
F (-4.36228, 1.44104, -3.33175)
F (-2.47582, 2.75568, -2.37270)
P (-0.57130, -3.04054, -1.03372)
C (-2.05929, -3.71050, -1.96767)
C (-0.12798, -4.31572, 0.22374)
N (1.79702, -1.33964, -1.24940)
P (0.91049, -0.82769, 0.25585)
S (1.43599, 0.96240, 0.93901)
S (2.52631, -0.01529, -2.08808)
C (4.03899, 0.79979, -1.36834)
O (1.61449, 1.25799, -2.31267)
O (2.99324, -0.31694, -3.56797)
C (2.88995, -2.29236, -0.71815)
C (3.76881, -1.82384, 0.55026)
C (3.53405, -2.75137, 1.93052)
C (3.45675, -1.74524, 3.26482)
Cl (5.05844, -0.89249, 3.64159)
C (3.72318, -3.14843, -1.89104)
C (5.14532, -2.35891, -2.30116)
C (6.36493, -1.83265, -2.80469)
C (4.29104, -4.59343, -1.26644)
F (3.27523, -5.43282, -0.61250)
F (4.97413, -5.46189, -2.25890)
F (5.36909, -4.38097, -0.22623)
H (3.16714, -0.70342, -7.30866)
H (3.08313, -4.75025, -4.86182)
H (4.69477, -4.05105, -4.35814)
H (1.49879, -4.29539, -2.01061)
H (0.14697, -6.22907, -2.73645)
H (-1.29942, -7.58927, -4.63577)
H (-1.82467, -6.47176, -7.20291)
H (-0.80430, -3.85876, -7.74418)
H (0.71907, -2.52467, -5.82360)
H (0.48978, -0.74109, -3.97228)
H (-0.91170, -1.93064, -3.71954)
H (-1.34823, 0.60056, -3.45133)
H (-0.76813, 0.56587, -1.68009)
H (-4.15058, -0.00002, -0.81895)
H (-2.48708, 0.75292, -0.34385)
H (-2.25638, -4.82963, -1.62703)
H (-2.01282, -3.71633, -3.13510)
H (-3.04611, -3.11577, -1.66673)
H (0.84573, -4.93233, 0.01750)
H (0.02264, -3.80441, 1.29183)
H (-1.02994, -5.07807, 0.38389)
H (0.99456, -1.85307, 1.30673)
H (-0.49164, -0.57537, 0.11191)
H (4.19033, 1.84754, -1.92850)
H (4.00419, 1.08053, -0.23460)
H (5.06170, 0.25583, -1.53138)
H (2.23368, -3.16322, -0.22447)
H (4.95062, -1.95113, 0.39675)
H (3.67894, -0.72629, 0.92377)
H (2.51747, -3.32707, 1.92329)
H (4.46870, -3.45140, 2.13063)
H (2.53255, -1.03556, 3.12797)
H (3.17520, -2.47738, 4.16457)
H (7.32236, -1.56888, -3.44842)
F (-5.09941, -2.35712, 0.62565)
C (-6.42071, -2.15119, 0.54574)
C (-7.27006, -3.23179, 0.33464)
C (-8.64629, -3.01851, 0.25650)
C (-9.15738, -1.72413, 0.37958)
C (-8.29627, -0.64537, 0.58624)
C (-6.92121, -0.86046, 0.67547)
H (-6.85432, -4.22893, 0.23309)
H (-9.31941, -3.85767, 0.09945)
H (-10.23049, -1.55768, 0.31411)
H (-8.69604, 0.36167, 0.67762)
H (-6.23826, -0.03459, 0.84475)
F (1.82951, -1.23843, 6.71798)
C (1.84946, 0.09943, 6.78397)
C (1.09450, 0.74790, 7.75514)
C (1.11899, 2.14065, 7.82749)
C (1.89049, 2.87056, 6.91985)
C (2.64086, 2.21069, 5.94546)
C (2.62489, 0.81765, 5.88054)
H (0.49473, 0.16474, 8.44626)
H (0.53840, 2.65680, 8.58805)
H (1.90579, 3.95704, 6.97381)
H (3.23733, 2.78109, 5.23752)
H (3.20914, 0.28821, 5.13524)
F (0.32951, 4.97757, 7.80998)
C (0.34946, 6.31543, 7.87597)
C (-0.40550, 6.96390, 8.84714)
C (-0.38101, 8.35665, 8.91949)
C (0.39049, 9.08656, 8.01185)
C (1.14086, 8.42669, 7.03746)
C (1.12489, 7.03365, 6.97254)
H (-1.00527, 6.38074, 9.53826)
H (-0.96160, 8.87280, 9.68005)
H (0.40579, 10.17304, 8.06581)
H (1.73733, 8.99709, 6.32952)
H (1.70914, 6.50421, 6.22724)
F (6.62436, 1.60785, -1.78650)
C (7.24209, 2.28386, -2.76427)
C (8.61955, 2.16540, -2.91337)
C (9.26245, 2.86507, -3.93450)
C (8.52130, 3.68481, -4.78920)
C (7.13981, 3.80108, -4.62827)
C (6.49582, 3.09262, -3.61417)
H (9.17985, 1.53052, -2.23481)
H (10.33792, 2.77313, -4.06433)
H (9.02377, 4.23383, -5.58272)
H (6.56564, 4.44289, -5.29212)
H (5.42153, 3.16440, -3.48044)
F (-10.17049, 1.39658, 0.67772)
C (-10.15054, 2.73444, 0.74371)
C (-10.90550, 3.38291, 1.71488)
C (-10.88101, 4.77566, 1.78723)
C (-10.10951, 5.50557, 0.87959)
C (-9.35914, 4.84570, -0.09480)
C (-9.37511, 3.45266, -0.15972)
H (-11.50527, 2.79975, 2.40601)
H (-11.46160, 5.29180, 2.54779)
H (-10.09421, 6.59205, 0.93355)
H (-8.76267, 5.41610, -0.80274)
H (-8.79086, 2.92322, -0.90502)

---

Question: Among the records above, which one has the lowest charge?
Answer: C56H57N6O2P2PtSSi2

---

Question: What is the molecular weight in the first record?
Answer: 1191.38 g/mol

---

Question: Look up the molecular weight of the first one.
Answer: 1191.38 g/mol

---

Question: Number 1 is which compound?
Answer: C56H57N6O2P2PtSSi2